Record 1
{"formula": "H22O11", "method": "the ωB97M-V functional and the def2-TZVPD basis", "species": ["O", "H", "H", "O", "H", "H", "O", "H", "H", "O", "H", "H", "O", "H", "H", "O", "H", "H", "O", "H", "H", "O", "H", "H", "O", "H", "H", "O", "H", "H", "O", "H", "H"], "xyz": [[-0.13, 0.27, 0.44], [-0.55, 1.03, 0.87], [-0.29, -0.45, 1.06], [2.93, -1.22, 0.22], [2.33, -0.47, 0.14], [3.79, -0.87, -0.02], [2.46, -0.77, -3.11], [1.84, -1.46, -2.85], [2.34, -0.68, -4.06], [-4.51, 1.30, 1.65], [-3.68, 1.47, 2.11], [-5.00, 0.73, 2.26], [2.01, -3.50, 3.45], [1.12, -3.87, 3.40], [1.95, -2.86, 4.17], [-0.19, -2.90, -2.48], [0.62, -3.34, -2.73], [-0.31, -3.13, -1.55], [-0.39, 2.70, -0.24], [0.27, 3.39, -0.14], [-0.90, 2.97, -1.01], [-1.69, -0.82, -0.65], [-2.05, -1.62, -0.25], [-2.21, -0.11, -0.27], [1.82, 1.31, 2.08], [2.38, 0.72, 2.60], [1.94, 2.18, 2.49], [1.94, 4.81, -0.76], [1.49, 5.59, -1.10], [1.44, 4.57, 0.03], [-4.03, -1.43, -1.04], [-3.89, -0.99, -0.19], [-4.30, -0.71, -1.63]], "lowdin_charge": [-0.108, 0.005, 0.047, -0.066, 0.005, 0.035, -0.059, 0.003, 0.033, -0.055, 0.034, 0.040, -0.059, 0.030, 0.029, -0.050, 0.032, 0.036, -0.031, 0.004, 0.063, -0.087, 0.039, 0.031, -0.054, 0.041, 0.036, -0.040, 0.048, 0.015, -0.063, 0.013, 0.054], "e_homo_ev": -8.56, "e_above_lowest_kj_mol": 429.94, "smiles": "O.O.O.O.O.O.O.O.O.O.O", "homo_lumo_gap_ha": 0.3159}



Record 2
{"formula": "C24H43Cl2N4O4RhSSi", "method": "the ωB97M-V functional and the def2-TZVPD basis", "species": ["C", "C", "H", "H", "H", "C", "C", "H", "H", "H", "H", "Rh", "Cl", "C", "O", "N", "C", "C", "H", "H", "H", "H", "H", "H", "H", "H", "H", "C", "C", "N", "H", "C", "O", "H", "H", "H", "H", "H", "H", "C", "C", "N", "H", "C", "O", "H", "H", "H", "H", "O", "C", "C", "C", "H", "C", "H", "C", "H", "C", "C", "H", "H", "H", "Si", "Cl", "C", "C", "C", "H", "H", "H", "H", "H", "H", "H", "H", "H", "S", "C", "N"], "xyz": [[3.35, -1.80, -3.26], [2.56, -1.41, -4.47], [3.64, -2.86, -3.32], [2.76, -1.63, -2.35], [4.27, -1.20, -3.17], [2.55, -2.04, -5.66], [3.37, -3.24, -6.01], [1.91, -1.66, -6.46], [3.44, -3.96, -5.18], [4.40, -2.96, -6.30], [2.93, -3.75, -6.87], [0.00, 0.15, 3.79], [1.59, -0.50, 2.20], [-0.30, 2.19, 2.08], [-1.11, 1.42, 2.68], [-0.85, 3.05, 1.25], [-2.23, 2.86, 0.81], [-0.09, 4.16, 0.73], [0.82, 2.16, 2.18], [-2.76, 2.18, 1.50], [-2.25, 2.46, -0.21], [-2.71, 3.84, 0.79], [0.89, 4.17, 1.23], [-0.63, 5.09, 0.94], [0.04, 4.05, -0.36], [-3.82, 2.19, 7.15], [-1.98, 2.38, 9.17], [-3.59, 1.11, 7.21], [-1.78, 1.31, 8.91], [-2.20, 0.96, 7.52], [-3.73, 0.62, 6.23], [-1.44, 0.73, 6.44], [-2.00, 0.53, 5.32], [-0.71, 1.20, 9.07], [-0.26, 1.21, 7.11], [-4.16, 0.62, 8.00], [-2.27, 0.59, 9.61], [0.97, -4.61, 2.77], [-0.10, -3.10, 0.80], [-0.03, -4.65, 3.23], [-1.03, -3.44, 1.28], [-0.85, -3.56, 2.72], [0.06, -4.54, 4.32], [-1.26, -2.56, 3.51], [-1.50, -1.41, 3.07], [-1.85, -2.75, 1.06], [-1.46, -2.85, 4.57], [-0.50, -5.60, 2.98], [-1.27, -4.44, 0.90], [0.38, -0.58, -3.84], [1.67, -0.18, -4.30], [0.46, 0.49, -6.44], [1.56, 0.63, -5.59], [-0.35, -0.19, -6.17], [0.43, 1.23, -7.63], [2.14, 0.45, -3.53], [2.63, 1.48, -5.91], [-0.43, 1.13, -8.29], [1.49, 2.09, -7.96], [2.59, 2.21, -7.10], [3.48, 1.53, -5.22], [1.46, 2.67, -8.89], [3.43, 2.88, -7.34], [-0.58, 0.22, -2.71], [1.08, -2.30, 5.40], [-2.32, -0.35, -3.06], [-0.40, 2.08, -2.93], [-0.04, -0.27, -0.99], [-2.53, -0.32, -4.13], [-3.03, 0.30, -2.53], [-2.45, -1.38, -2.71], [-0.14, -1.36, -0.84], [-0.66, 0.23, -0.24], [1.01, 0.00, -0.78], [-0.52, 2.37, -3.99], [0.59, 2.44, -2.60], [-1.17, 2.59, -2.35], [0.78, -0.01, 6.22], [0.38, -0.62, 7.92], [0.25, -0.19, 9.01]], "lowdin_charge": [-0.033, -0.235, 0.072, 0.082, 0.093, -0.096, -0.095, 0.110, 0.069, 0.084, 0.071, 0.703, -0.096, -0.290, -0.193, -0.177, -0.007, -0.031, 0.115, 0.101, 0.085, 0.096, 0.099, 0.098, 0.087, 0.106, 0.104, -0.055, -0.065, -0.196, 0.088, -0.501, -0.107, 0.009, 0.109, 0.091, 0.108, 0.101, 0.080, -0.074, -0.041, -0.186, 0.043, -0.380, -0.148, 0.093, 0.122, 0.086, 0.089, -0.184, -0.312, -0.043, -0.198, 0.121, -0.080, 0.139, -0.032, 0.102, -0.095, -0.084, 0.122, 0.099, 0.101, 0.405, -0.061, -0.151, -0.151, -0.168, 0.033, 0.031, 0.037, 0.025, 0.020, 0.017, 0.037, 0.034, 0.013, 0.475, -0.486, 0.044], "e_homo_ev": [-6.74, -8.47], "s_squared": 6.0201, "multiplicity": 5, "e_above_lowest_kj_mol": 208.11, "homo_lumo_gap_ha": [0.2333, 0.2714]}



Record 3
{"formula": "C31H56Cl45S", "method": "the ωB97M-V functional and the def2-TZVPD basis", "species": ["C", "C", "Cl", "C", "S", "C", "C", "C", "C", "C", "C", "H", "H", "H", "H", "H", "H", "H", "H", "H", "H", "H", "H", "C", "Cl", "Cl", "H", "H", "C", "Cl", "Cl", "H", "H", "C", "Cl", "Cl", "H", "H", "C", "Cl", "Cl", "H", "H", "C", "Cl", "Cl", "H", "H", "C", "Cl", "Cl", "H", "H", "C", "Cl", "Cl", "H", "H", "C", "Cl", "Cl", "H", "H", "C", "Cl", "Cl", "H", "H", "C", "Cl", "Cl", "H", "H", "C", "Cl", "Cl", "H", "H", "C", "Cl", "Cl", "H", "H", "C", "Cl", "Cl", "H", "H", "C", "Cl", "Cl", "H", "H", "C", "Cl", "Cl", "H", "H", "C", "Cl", "Cl", "H", "H", "C", "Cl", "Cl", "H", "H", "C", "Cl", "Cl", "H", "H", "C", "Cl", "Cl", "H", "H", "C", "Cl", "Cl", "H", "H", "C", "Cl", "Cl", "H", "H", "C", "Cl", "Cl", "H", "H"], "xyz": [[6.83, -1.64, -0.49], [7.12, -2.36, -1.96], [7.49, -1.10, -3.29], [5.98, -3.46, -2.38], [4.46, -2.72, -3.22], [3.18, -2.66, -1.81], [2.73, -1.23, -1.13], [1.66, -1.29, 0.11], [1.10, -2.77, 0.58], [1.53, -4.21, -0.09], [2.61, -4.15, -1.34], [6.78, -2.43, 0.40], [5.90, -0.93, -0.49], [7.79, -0.97, -0.27], [8.14, -2.96, -1.81], [6.37, -4.33, -3.07], [5.61, -3.98, -1.38], [4.68, -1.38, -3.61], [3.21, -0.23, -1.57], [1.35, -0.28, 0.62], [0.36, -2.78, 1.49], [1.17, -5.27, 0.25], [2.99, -5.13, -1.91], [-0.57, 1.39, 2.87], [0.33, 0.25, 1.86], [0.25, 2.95, 2.97], [-1.57, 1.54, 2.45], [-0.66, 0.97, 3.88], [8.18, -5.13, -5.29], [8.72, -5.60, -6.91], [7.00, -6.28, -4.65], [9.05, -5.10, -4.62], [7.72, -4.14, -5.34], [-4.59, 0.69, 1.95], [-3.69, -0.44, 0.94], [-3.77, 2.25, 2.04], [-5.59, 0.84, 1.52], [-4.68, 0.28, 2.96], [-3.01, 5.23, -0.99], [-3.49, 5.62, 0.66], [-3.55, 3.61, -1.44], [-3.46, 5.96, -1.67], [-1.92, 5.28, -1.07], [11.21, -1.62, -2.87], [10.78, -3.29, -3.24], [12.96, -1.39, -2.92], [10.75, -0.96, -3.61], [10.85, -1.37, -1.88], [5.39, -2.63, -7.15], [4.91, -2.24, -5.49], [4.85, -4.26, -7.60], [4.94, -1.91, -7.83], [6.48, -2.59, -7.23], [2.04, 4.11, 0.12], [2.19, 5.67, -0.71], [1.47, 2.86, -0.98], [3.02, 3.82, 0.51], [1.33, 4.22, 0.94], [0.87, 9.26, 0.70], [1.28, 10.17, 2.15], [-0.30, 7.98, 1.07], [0.43, 9.93, -0.04], [1.77, 8.80, 0.29], [4.27, 10.85, 4.19], [4.97, 9.31, 4.71], [5.52, 12.09, 3.99], [3.75, 10.71, 3.24], [3.55, 11.19, 4.95], [2.97, -2.10, -10.46], [3.93, -0.62, -10.47], [1.25, -1.75, -10.72], [3.32, -2.76, -11.25], [3.08, -2.59, -9.49], [6.04, 4.41, 2.04], [5.66, 4.88, 3.70], [4.69, 4.77, 0.95], [6.92, 4.96, 1.71], [6.24, 3.34, 2.02], [-6.86, -2.11, 0.30], [-7.24, -1.65, 1.96], [-8.21, -1.75, -0.79], [-5.98, -1.56, -0.03], [-6.66, -3.19, 0.27], [1.54, 8.25, -3.10], [0.05, 9.02, -3.65], [2.37, 9.25, -1.90], [1.30, 7.28, -2.65], [2.21, 8.11, -3.96], [3.20, 6.30, 6.85], [2.77, 4.63, 6.48], [4.95, 6.53, 6.80], [2.73, 6.96, 6.11], [2.83, 6.55, 7.84], [-9.06, 0.99, 3.75], [-7.35, 1.15, 3.33], [-10.09, 1.47, 2.40], [-9.26, -0.05, 4.01], [-9.27, 1.63, 4.61], [-8.27, -5.68, -1.51], [-8.68, -6.49, -3.03], [-6.80, -4.72, -1.69], [-9.09, -5.02, -1.22], [-8.11, -6.44, -0.74], [-2.89, -3.90, 0.94], [-3.32, -5.58, 0.57], [-1.14, -3.67, 0.90], [-3.35, -3.24, 0.20], [-3.26, -3.65, 1.94], [-1.74, -7.31, 3.27], [-1.03, -8.85, 3.78], [-0.49, -6.08, 3.06], [-2.25, -7.46, 2.31], [-2.45, -6.98, 4.02], [-6.91, 2.32, -1.93], [-7.18, 1.04, -0.74], [-7.79, 3.79, -1.49], [-5.84, 2.55, -1.96], [-7.24, 1.98, -2.91], [-11.44, 2.89, 6.96], [-10.91, 2.42, 5.34], [-12.63, 1.74, 7.60], [-10.58, 2.92, 7.63], [-11.90, 3.88, 6.91], [1.73, -6.94, 6.33], [2.43, -8.48, 6.85], [2.98, -5.71, 6.13], [1.22, -7.09, 5.38], [1.01, -6.61, 7.09], [-12.18, -7.45, -1.59], [-13.67, -6.68, -2.14], [-11.35, -6.45, -0.39], [-12.42, -8.42, -1.14], [-11.52, -7.60, -2.45]], "lowdin_charge": [-0.124, -0.679, 0.519, -0.349, 0.801, -0.369, -0.040, -0.080, -0.181, -0.063, -0.040, 0.112, 0.082, 0.091, 0.102, 0.041, 0.132, -0.033, 0.101, -0.128, -0.034, 0.090, 0.109, -0.951, 0.669, 0.571, -0.072, 0.044, -1.040, 0.535, 0.534, -0.009, 0.005, -1.059, 0.560, 0.566, -0.080, 0.018, -1.001, 0.498, 0.532, 0.036, 0.023, -1.044, 0.517, 0.534, 0.018, 0.026, -0.927, 0.534, 0.553, 0.011, 0.041, -1.089, 0.523, 0.506, -0.114, -0.028, -1.094, 0.543, 0.495, 0.012, -0.064, -1.048, 0.489, 0.505, -0.031, 0.032, -1.038, 0.503, 0.517, 0.035, -0.008, -0.977, 0.514, 0.608, 0.034, 0.031, -1.065, 0.528, 0.484, -0.032, -0.040, -1.004, 0.519, 0.580, -0.027, 0.034, -1.021, 0.488, 0.473, 0.025, 0.031, -1.075, 0.529, 0.514, 0.034, -0.121, -1.042, 0.523, 0.534, -0.009, 0.030, -0.962, 0.548, 0.647, 0.005, 0.038, -1.029, 0.525, 0.503, -0.015, 0.036, -1.004, 0.532, 0.517, -0.051, 0.036, -0.980, 0.615, 0.516, 0.035, 0.034, -1.045, 0.502, 0.490, -0.022, 0.032, -1.021, 0.511, 0.529, 0.032, 0.006], "e_homo_ev": -11.38, "total_charge": 1, "homo_lumo_gap_ha": 0.2989}



The M results, record by record, are as follows: 198.16 685.60 2056.24 g mol⁻¹.
The strongest force on any atom results, record by record, are as follows: 2.205 3.915 5.883 eV/A.